8
Properties=species:S:1:pos:R:3:forces:R:3 method="wB97M-V/def2-TZVPD" spin_multiplicity=3 total_charge=0 gap_ev="7.8 / 7.8" lumo_ev="-0.5306 / -2.2461"
C -1.373560 0.386928 0.126276 0.91 0.08 -0.37
C 1.214355 -0.282019 -0.201396 1.97 -0.44 1.31
F -1.731947 0.230597 -1.151904 -0.31 1.06 0.74
F -1.599892 1.569738 0.722942 -0.82 -1.22 -0.86
F -1.754345 -0.677498 0.785726 -0.68 0.37 0.64
Br 1.291445 -1.412070 1.401067 -0.25 0.85 -0.51
Br 1.589521 -1.339414 -1.666870 -0.11 -0.06 -0.85
I 2.364420 1.523739 -0.015843 -0.72 -0.65 -0.11